ORCA calculation (ωB97M-V/def2-TZVPD) on a molecular structure, C34H24N4O9Yb in a non-equilibrium geometry.

Calculated values
Net charge ... -1
E_HOMO (spin up / spin down) ... -5.88 / -5.88 eV
Total energy ... -3365.19750 Eh
Frontier orbital gap (spin up / spin down) ... 8.020 / 8.020 eV
⟨S²⟩ ... 0.751
Multiplicity ... 2
Energy relative to the best compared isomer or geometry (same formula, charge and spin) ... 0.0 kcal/mol
Largest force on an atom ... 1.3 eV/A

CARTESIAN COORDINATES (ANGSTROEM)
Yb -0.793 -0.956 -0.567
O -2.906 -6.496 0.443
C -3.104 -5.833 1.563
O -3.826 -6.256 2.440
C -2.401 -4.536 1.722
C -2.415 -3.745 2.865
N -1.693 -2.651 2.607
N -1.202 -2.667 1.368
C -1.623 -3.795 0.801
C -1.181 -4.045 -0.622
O -1.386 -5.161 -1.128
O -0.594 -3.077 -1.163
H -2.292 -6.017 -0.227
H -2.881 -3.932 3.810
H -1.483 -1.832 3.193
C 3.207 -0.912 -3.065
C 3.085 0.213 -3.864
C 1.944 0.984 -3.774
C 0.925 0.635 -2.883
C 1.031 -0.471 -1.999
C 2.216 -1.213 -2.145
C -0.338 1.378 -2.872
C -0.831 1.964 -4.068
C -2.051 2.568 -4.078
C -2.810 2.615 -2.888
C -4.091 3.192 -2.816
C -4.789 3.193 -1.640
C -4.226 2.622 -0.488
C -2.985 2.046 -0.525
C -2.248 2.013 -1.730
N -1.039 1.401 -1.745
H 4.081 -1.547 -3.155
H 3.870 0.478 -4.561
H 1.867 1.881 -4.379
H 2.358 -2.084 -1.513
H -0.256 1.871 -4.976
H -2.458 2.996 -4.984
H -4.517 3.623 -3.711
H -5.777 3.631 -1.590
H -4.789 2.633 0.435
H -2.552 1.587 0.353
O 1.409 -1.169 1.071
C 1.268 0.070 1.801
C -0.235 0.012 2.250
O -0.482 -0.337 3.407
O -1.053 0.198 1.321
C 1.552 1.208 0.842
C 2.663 1.102 0.012
C 2.991 2.129 -0.851
C 2.210 3.270 -0.899
C 1.114 3.387 -0.065
C 0.788 2.369 0.815
C 2.237 0.180 2.952
C 3.198 -0.791 3.209
C 4.088 -0.637 4.258
C 4.032 0.488 5.060
C 3.082 1.465 4.803
C 2.190 1.311 3.761
H 1.233 -1.883 1.703
H 3.254 0.200 0.046
H 3.852 2.031 -1.493
H 2.456 4.068 -1.585
H 0.505 4.278 -0.097
H -0.063 2.480 1.471
H 3.269 -1.668 2.581
H 4.833 -1.399 4.445
H 4.722 0.605 5.883
H 3.040 2.353 5.417
H 1.447 2.069 3.566
O -3.036 -1.282 -0.305
N -3.275 -1.385 -1.535
O -2.341 -1.018 -2.290

Here are the Mulliken charges for atoms 1 to 2, given in e:
1. Yb 0.59
2. O -0.56